No. 1
DFT (ωB97M-V/def2-TZVPD) results for a molecular structure, C26H28HfO3PS3Si.

Structure (ORCA input):
```
! RIJCOSX wB97M-V def2-TZVPD def2/J DEFGRID3
* xyz 0 2
Hf -3.70216 -18.03891 -6.61589
C -4.57286 -22.75432 -8.52143
C -3.05953 -22.39434 -8.34155
O -2.76325 -22.08719 -6.93881
P -2.74340 -20.86269 -6.04982
S -4.64265 -20.10779 -5.97022
S -1.55656 -19.27034 -6.73579
O -2.27896 -21.60639 -4.76910
C -1.84748 -21.08242 -3.55054
C -0.37181 -20.85617 -3.54513
H -4.74037 -22.90881 -9.60716
H -5.23794 -21.93176 -8.33158
H -4.77042 -23.65874 -7.87470
H -2.89673 -21.52575 -8.96476
H -2.41807 -23.24709 -8.60618
H -2.13910 -21.76590 -2.75909
H -2.38474 -20.12054 -3.28663
H 0.08905 -21.78701 -3.32481
H -0.10487 -20.13004 -2.70201
H 0.01808 -20.48532 -4.51295
C -5.00818 -21.95041 -16.58404
C -4.82488 -21.04029 -15.29956
O -3.84187 -21.23110 -14.58685
S -6.14946 -19.83856 -15.06019
C -5.66631 -19.29006 -13.40407
C -6.71462 -19.09580 -12.52862
C -6.38198 -18.71580 -11.20445
C -5.01495 -18.41084 -10.83923
C -4.02298 -18.51419 -11.84588
C -4.30826 -19.04298 -13.05584
C -4.69593 -18.04552 -9.52988
C -4.40897 -17.43710 -8.45774
H -4.52464 -22.93395 -16.24990
H -4.46052 -21.42647 -17.38092
H -6.04718 -22.13721 -16.98658
H -7.76135 -19.23162 -12.73911
H -7.19175 -18.65450 -10.44572
H -3.07408 -18.13661 -11.49139
H -3.50762 -19.20776 -13.82294
C -5.77239 -15.99876 -0.90331
C -5.30665 -14.81622 -1.39048
C -4.50979 -14.72894 -2.52507
C -4.10705 -15.90012 -3.18773
C -4.45171 -17.11803 -2.52910
C -5.20485 -17.18375 -1.44508
Si -3.16338 -15.93373 -4.93639
C -3.45201 -14.31090 -6.00308
C -4.24354 -13.95316 -7.12942
C -4.09193 -12.75639 -7.79711
C -3.28532 -11.75893 -7.25123
C -2.52027 -12.07297 -6.20039
C -2.59233 -13.34285 -5.56073
H -6.40815 -16.11041 -0.03096
H -5.51318 -13.88067 -0.83893
H -4.27697 -13.79007 -2.91753
H -3.99967 -18.01753 -2.97514
H -5.43801 -18.12305 -0.93337
H -1.66949 -16.06167 -4.50528
H -4.82425 -14.76057 -7.56129
H -4.70003 -12.61406 -8.71105
H -3.19568 -10.82546 -7.72590
H -1.82085 -11.36231 -5.81391
H -1.97911 -13.58511 -4.62915
*
```

energy above the lowest of the compared OMol25 structures with the same formula, charge and spin: 1.230 eV
LUMO (spin up / spin down): -0.330 / -0.289 eV
HOMO (spin up / spin down): -5.79 / -7.67 eV
Kohn-Sham gap (spin up / spin down): 0.2008 / 0.2714 hartree
E: -3106.61149 Eh

---

No. 2
DFT (ωB97M-V/def2-TZVPD) results for C26H28N2O2S in the gas phase.

Structure (ORCA input):
```
! RIJCOSX wB97M-V def2-TZVPD def2/J DEFGRID3
* xyz 0 1
C 5.05736 3.64614 2.76741
C 4.88201 2.23778 3.32108
C 4.58318 1.20016 2.23069
C 5.77464 0.95512 1.30994
N 4.18753 -0.05065 2.84958
C 2.94627 -0.56420 2.75817
O 2.07416 -0.01024 2.09134
C 2.72307 -1.84336 3.48343
C 3.46606 -2.15650 4.62062
C 3.28925 -3.35195 5.28786
C 2.35939 -4.26659 4.81732
C 1.58975 -3.97268 3.71160
C 1.73947 -2.75634 3.04267
N 0.95114 -2.40789 1.96099
C 0.00827 -3.14350 1.30435
O -0.24622 -4.30907 1.54210
C -0.69266 -2.39901 0.21621
C -1.33197 -3.16340 -0.75760
C -2.01095 -2.56154 -1.79722
C -2.07091 -1.17585 -1.88488
C -2.81234 -0.51089 -2.99655
S -4.47683 -0.01524 -2.37618
C -5.05319 1.10718 -3.61767
C -4.51867 1.19789 -4.89369
C -5.04845 2.10218 -5.79866
C -6.11722 2.91904 -5.46246
C -6.68505 3.90337 -6.43903
C -6.65249 2.80897 -4.18191
C -6.12955 1.91917 -3.26849
C -1.45530 -0.41191 -0.89909
C -0.77111 -1.00965 0.14158
H 5.93501 3.71178 2.12998
H 4.18464 3.93627 2.18738
H 5.17807 4.35505 3.58296
H 5.78337 1.94089 3.86384
H 4.04845 2.23487 4.02725
H 3.71907 1.52948 1.64420
H 6.01678 1.85564 0.75445
H 5.54047 0.16668 0.59848
H 6.64778 0.65632 1.88768
H 4.89980 -0.55358 3.35345
H 4.17181 -1.44000 5.01735
H 3.87140 -3.56853 6.17065
H 2.22237 -5.20861 5.32655
H 0.85262 -4.67178 3.35399
H 1.10588 -1.44349 1.66206
H -1.28285 -4.23896 -0.67765
H -2.49949 -3.16820 -2.54584
H -2.31266 0.40394 -3.31525
H -2.95462 -1.18829 -3.83864
H -3.69692 0.56995 -5.20036
H -4.61872 2.16343 -6.78864
H -7.76568 3.79086 -6.51020
H -6.25290 3.76590 -7.42701
H -6.47804 4.92202 -6.11080
H -7.48743 3.43373 -3.89887
H -6.54584 1.83983 -2.27568
H -1.51906 0.66552 -0.94742
H -0.32200 -0.37721 0.89262
*
```

energy above the lowest of the compared OMol25 structures with the same formula, charge and spin: 0.029 eV
LUMO: 0.416 eV
HOMO: -7.93 eV
Kohn-Sham gap: 0.3067 hartree
E: -1665.81034 Eh

---

No. 3
DFT (ωB97M-V/def2-TZVPD) results for C26H28N2O3S in the gas phase.

Structure (ORCA input):
```
! RIJCOSX wB97M-V def2-TZVPD def2/J DEFGRID3
* xyz 0 1
C -5.78812 -2.94949 1.76754
O -6.09567 -1.57952 1.85249
C -5.42427 -0.71340 1.04128
C -4.44786 -1.06927 0.12385
C -3.84458 -0.07809 -0.63706
C -4.18101 1.25575 -0.51022
C -3.47216 2.31875 -1.29883
C -2.38862 2.99282 -0.44049
N -1.44820 2.02507 0.06833
C -0.19123 1.89373 -0.41246
O 0.30555 2.68565 -1.19357
C 0.56573 0.72424 0.12174
C -0.03634 -0.48110 0.48086
C 0.75683 -1.51668 0.92273
C 2.13798 -1.38469 1.02717
C 2.76600 -0.17598 0.68260
C 1.94048 0.85318 0.22306
N 4.12622 0.05448 0.84089
C 4.87327 0.71056 -0.22135
C 5.29012 -0.26251 -1.29766
C 4.32766 -0.81231 -2.13812
C 4.68204 -1.75478 -3.08601
C 6.00266 -2.15509 -3.20901
C 6.96743 -1.60717 -2.38169
C 6.61141 -0.66846 -1.42840
C 4.87327 -0.88115 1.64385
C 4.69936 -2.33006 1.20110
S 2.99536 -2.83214 1.56866
C -5.16993 1.60931 0.42439
O -5.45819 2.93895 0.51401
C -6.47907 3.34905 1.38956
C -5.78311 0.62851 1.18359
H -5.99603 -3.34715 0.76895
H -6.43417 -3.44220 2.49244
H -4.74194 -3.14371 2.02552
H -4.14994 -2.09593 -0.01376
H -3.08961 -0.35886 -1.35793
H -3.00375 1.87600 -2.17889
H -4.18276 3.08167 -1.61682
H -1.81821 3.70376 -1.04135
H -2.85944 3.51550 0.39655
H -1.81922 1.31800 0.68247
H -1.10136 -0.63122 0.38520
H 0.31864 -2.46842 1.18487
H 2.36472 1.80605 -0.05269
H 4.25376 1.49320 -0.65824
H 5.75269 1.18169 0.22799
H 3.29728 -0.50061 -2.04253
H 3.92618 -2.17680 -3.73169
H 6.27900 -2.89055 -3.94990
H 7.99924 -1.91266 -2.47595
H 7.36879 -0.24378 -0.78379
H 4.53789 -0.79171 2.68471
H 5.92928 -0.60685 1.59987
H 4.88125 -2.44466 0.13260
H 5.34743 -3.00278 1.76015
H -7.43916 2.89196 1.13055
H -6.55063 4.42940 1.27170
H -6.23481 3.11464 2.43068
H -6.54812 0.85786 1.90648
*
```

energy above the lowest of the compared OMol25 structures with the same formula, charge and spin: 0.088 eV
LUMO: 0.660 eV
HOMO: -7.61 eV
Kohn-Sham gap: 0.3039 hartree
E: -1740.99237 Eh

---

No. 4
DFT (ωB97M-V/def2-TZVPD) results for a molecular structure, C26H28N4O3S.

Structure (ORCA input):
```
! RIJCOSX wB97M-V def2-TZVPD def2/J DEFGRID3
* xyz 0 1
O -0.19008 -2.97452 3.32324
C 0.91473 -2.49574 2.91195
N 1.60096 -2.98215 1.73011
H 2.50566 -2.69912 1.67030
C 0.88843 -3.73157 1.09816
H -0.14368 -4.11480 1.45379
H 1.30413 -5.03016 1.07010
C 1.00466 -3.30183 -0.42071
O 1.41228 -3.99890 -1.33714
N 0.43251 -2.06397 -0.58633
C 0.01704 -1.46763 0.37177
C -1.21934 -1.71753 0.95779
C -2.06066 -0.81696 2.04478
C -1.31737 0.06366 2.39187
C -0.04169 0.60195 2.01938
C 0.43769 -0.35288 1.03221
H 1.31552 0.09260 0.67478
H 0.33098 1.29517 2.44794
H -1.74938 0.74065 3.12375
H -2.97783 -1.40952 2.28105
H -1.82174 -2.51742 0.54420
C 0.50899 -1.74762 -1.92112
C 1.75337 -0.79486 -2.29333
C 2.83215 -0.99635 -1.47219
C 4.21867 0.10309 -1.86814
C 3.84098 0.86533 -2.95848
N 2.63574 0.99247 -3.51578
C 1.84116 0.15114 -3.43193
H 0.81535 0.15113 -3.88764
H 4.59686 1.43716 -3.19087
H 4.97826 -0.08797 -1.30008
H 2.99052 -1.40241 -0.57932
H 0.47861 -2.41021 -2.67007
C -0.91918 -0.72964 -2.04810
O -1.86253 -1.34404 -2.52060
N -0.73953 0.42288 -1.94732
H 0.09364 1.06605 -1.41003
C -2.12061 1.16255 -1.96994
C -1.60628 2.54104 -2.82918
C -2.75699 3.32127 -2.96903
C -3.50562 3.91396 -1.63591
C -3.69166 2.50678 -0.67991
C -2.46441 1.81790 -0.45392
H -2.80891 1.01829 0.19061
H -1.51913 2.39789 -0.00446
H -4.10250 3.24394 0.19561
H -4.63004 2.27226 -1.15511
H -4.38447 4.70144 -1.73521
H -2.43059 4.63573 -1.18966
H -2.50261 4.22863 -3.53814
H -3.60078 2.98693 -3.50556
H -0.75918 3.16957 -2.40200
H -1.29682 2.36415 -3.96058
H -2.91188 0.76644 -2.40569
C 1.59355 -1.59168 3.71648
C 1.32326 -1.22039 4.85950
C 2.31128 0.00265 5.51671
C 3.35668 0.04385 4.65082
S 3.28351 -0.91365 3.12543
H 3.93817 0.62795 4.55618
H 2.15982 0.59121 6.38640
H 0.42030 -1.38418 5.44858
*
```

energy above the lowest of the compared OMol25 structures with the same formula, charge and spin: 26.578 eV
LUMO: -0.142 eV
HOMO: -8.40 eV
Kohn-Sham gap: 0.3035 hartree
E: -1849.59221 Eh

---

No. 5
DFT (ωB97M-V/def2-TZVPD) results for C26H28N6O4 in the gas phase.

Structure (ORCA input):
```
! RIJCOSX wB97M-V def2-TZVPD def2/J DEFGRID3
* xyz 0 1
C -6.54602 -0.40696 0.34883
C -5.11653 -0.16088 -0.04715
C -4.53604 1.09025 0.19254
C -3.20115 1.34817 -0.11596
C -2.63682 2.71672 0.09854
C -2.40428 0.31355 -0.65544
N -1.01700 0.56456 -0.85292
C -0.58103 1.12044 -2.10351
C 0.92775 1.09120 -2.00537
N 1.25110 0.51126 -0.72450
C 2.61240 0.19323 -0.48273
C 3.09771 -1.13562 -0.41867
C 2.27243 -2.32717 -0.76348
C 4.44989 -1.35743 -0.12382
C 5.36632 -0.30893 -0.03523
C 6.82143 -0.60527 0.20227
C 4.90168 0.98846 -0.23851
C 3.55691 1.25444 -0.49298
C 3.21370 2.67736 -0.78262
C 0.07830 -0.20441 -0.22620
C -0.13742 -0.39312 1.17721
C -0.99798 -1.45936 1.65412
N -1.09709 -2.77414 1.09020
O -0.39397 -3.13247 0.10373
O -1.88458 -3.58332 1.64495
C -1.68946 -1.34042 2.89004
N -1.32006 -0.52718 3.86337
C -0.31818 0.28701 3.57609
N 0.19833 1.17436 4.48356
O 1.02492 2.00295 3.73136
N 0.95652 1.64659 2.35035
O 1.45829 2.41680 1.54201
C 0.21130 0.47077 2.24231
C -3.02267 -0.88866 -1.06972
C -2.37177 -1.86192 -2.00281
C -4.33586 -1.14180 -0.66320
H -6.82416 -1.45414 0.18828
H -6.71253 -0.15428 1.40466
H -7.22724 0.22208 -0.23955
H -5.14592 1.88367 0.63312
H -1.54703 2.68745 0.01865
H -3.01991 3.43859 -0.64023
H -2.90359 3.08790 1.09643
H -0.93114 0.49752 -2.94448
H -0.97021 2.13944 -2.24847
H 1.34801 2.09605 -2.07870
H 1.34871 0.49622 -2.83624
H 2.92718 -3.19106 -0.93953
H 1.59695 -2.61228 0.04951
H 1.69636 -2.18516 -1.68751
H 4.79860 -2.38516 -0.01337
H 7.38307 0.32171 0.34740
H 6.94743 -1.23470 1.09089
H 7.26270 -1.14412 -0.64786
H 5.60992 1.82519 -0.21836
H 3.88932 3.32535 -0.21306
H 3.37145 2.92759 -1.84105
H 2.20305 2.93972 -0.48352
H 0.09645 -1.22665 -0.64343
H -2.52807 -2.00598 3.09642
H -3.12721 -2.61516 -2.26156
H -2.02485 -1.39684 -2.93595
H -1.54169 -2.41521 -1.55233
H -4.76675 -2.12680 -0.88682
*
```

energy above the lowest of the compared OMol25 structures with the same formula, charge and spin: 8.334 eV
LUMO: -2.345 eV
HOMO: -8.02 eV
Kohn-Sham gap: 0.2087 hartree
E: -1636.74272 Eh

---

No. 6
DFT (ωB97M-V/def2-TZVPD) results for a molecular structure, C26H28N6O4PRhS3.

Structure (ORCA input):
```
! RIJCOSX wB97M-V def2-TZVPD def2/J DEFGRID3
* xyz -1 2
Rh 0.64766 -0.82548 0.67679
N -1.61420 -0.79659 -3.02333
C -1.00308 -0.39981 -1.87279
S -1.59469 -1.05624 -0.37156
N -0.03439 0.48102 -1.98691
N 0.45032 0.71580 -0.73268
C 0.59798 1.89672 -0.28340
C 0.58080 2.01047 1.17623
C 0.66416 3.23430 1.82354
C 0.38983 3.29984 3.17771
C 0.00437 2.14632 3.83864
C -0.04176 0.95372 3.13403
N 0.26318 0.87572 1.84323
H -2.46112 -1.32710 -2.93445
H -1.48492 -0.22774 -3.84254
H 0.47981 2.77264 -0.91531
H 0.93266 4.11545 1.25691
H 0.45710 4.24279 3.70517
H -0.25352 2.15380 4.88821
H -0.32389 0.02601 3.60657
C -2.77082 -3.76260 3.26271
C -1.58552 -3.58110 2.34135
O -0.70852 -2.62506 2.94745
P 0.80208 -2.39020 2.34250
S 1.76003 -4.08204 2.13091
S 2.85380 -0.41917 1.19411
O 1.34134 -1.51462 3.60480
C 1.28790 -1.83825 4.99082
C 1.33098 -3.30451 5.37696
H -3.47404 -4.47655 2.82929
H -3.29152 -2.81511 3.41320
H -2.45092 -4.13839 4.23653
H -1.89065 -3.22458 1.35663
H -1.04080 -4.51551 2.19154
H 0.37857 -1.38210 5.40344
H 2.14366 -1.32089 5.43078
H 0.49438 -3.85505 4.95261
H 1.27528 -3.36086 6.46834
H 2.24874 -3.77876 5.03770
O -0.29631 -3.95310 -0.43945
C 0.65234 -3.43551 -0.98402
N 1.34025 -3.99201 -2.04050
C 2.46439 -3.19324 -2.45370
C 2.23817 -1.94168 -1.56444
O 2.90379 -0.93114 -1.67528
N 1.22202 -2.19349 -0.70790
C 2.36117 -2.86818 -3.93809
C 1.73123 -1.71093 -4.38480
C 1.56500 -1.48780 -5.74514
C 2.02018 -2.41264 -6.67367
C 2.64836 -3.56938 -6.23344
C 2.81886 -3.79068 -4.87494
C 3.81596 -3.77074 -2.05062
C 4.98584 -3.25506 -2.60235
C 6.22234 -3.72716 -2.19315
C 6.30589 -4.71327 -1.21834
C 5.14499 -5.20870 -0.64630
C 3.90477 -4.73731 -1.05644
H 1.20241 -4.95670 -2.28191
H 1.38029 -0.97417 -3.67221
H 1.08063 -0.57800 -6.07944
H 1.89082 -2.23199 -7.73391
H 3.01089 -4.29856 -6.94789
H 3.32378 -4.68765 -4.53485
H 4.92273 -2.47004 -3.34489
H 7.12461 -3.31519 -2.62847
H 7.27286 -5.07799 -0.89393
H 5.19732 -5.95091 0.14031
H 3.00674 -5.09221 -0.56758
*
```

energy above the lowest of the compared OMol25 structures with the same formula, charge and spin: 0.404 eV
LUMO (spin up / spin down): 2.204 / 2.186 eV
HOMO (spin up / spin down): -4.62 / -4.30 eV
Kohn-Sham gap (spin up / spin down): 0.2509 / 0.2382 hartree
E: -3283.76817 Eh

---

No. 7
DFT (ωB97M-V/def2-TZVPD) results for 5 unconnected molecules or ions with the total composition C26H28O3S.

Structure (ORCA input):
```
! RIJCOSX wB97M-V def2-TZVPD def2/J DEFGRID3
* xyz 0 1
C 2.89996 -2.56287 -5.74491
C 2.69183 -3.57410 -6.58276
O 1.62283 -4.45015 -6.55462
S 0.11158 -3.94032 -6.10164
O 0.12381 -3.72394 -4.67974
O 0.02854 -2.45503 -6.74351
H 2.58441 -2.55194 -4.70952
H 3.41031 -1.68198 -6.11800
H 3.41145 -3.82946 -7.35440
H 0.75481 -2.26740 -7.35962
C 0.26728 -1.94674 -1.07185
C 0.71640 -1.32062 0.08308
C 1.63837 -0.28610 -0.00244
C 2.10434 0.12600 -1.24377
C 1.65100 -0.49870 -2.39788
C 0.73394 -1.53894 -2.31358
H -0.45000 -2.75566 -1.00829
H 0.34774 -1.63938 1.04998
H 1.99358 0.20120 0.89690
H 2.81922 0.93671 -1.30975
H 2.01264 -0.17346 -3.36612
H 0.38151 -2.03250 -3.20898
C 1.38629 5.63025 0.23478
C 1.30641 4.74786 -0.83424
C 0.73361 3.49565 -0.65979
C 0.23359 3.12735 0.58123
C 0.31124 4.01072 1.64873
C 0.89029 5.26077 1.47732
H 1.83523 6.60592 0.09955
H 1.69180 5.03646 -1.80386
H 0.67583 2.80324 -1.48996
H -0.21517 2.15088 0.71320
H -0.08128 3.72474 2.61664
H 0.95374 5.94724 2.31236
C -4.63386 -2.69149 -0.32496
C -3.65997 -2.82206 -1.30499
C -3.23958 -4.08311 -1.70542
C -3.80016 -5.21496 -1.12961
C -4.77682 -5.08514 -0.15181
C -5.19147 -3.82374 0.25283
H -4.95804 -1.70749 -0.01134
H -3.22499 -1.94004 -1.75809
H -2.47506 -4.18271 -2.46645
H -3.47552 -6.19872 -1.44357
H -5.21483 -5.96803 0.29589
H -5.94975 -3.72315 1.01880
C -0.15821 2.02713 6.72280
C 0.28974 2.65147 7.87849
C 1.20226 3.69416 7.79570
C 1.66147 4.11765 6.55638
C 1.21095 3.49532 5.40046
C 0.30430 2.44791 5.48368
H -0.86747 1.21208 6.78772
H -0.07228 2.32476 8.84482
H 1.55539 4.17713 8.69773
H 2.37032 4.93308 6.49115
H 1.56898 3.82574 4.43335
H -0.04253 1.95852 4.58194
*
```

LUMO: 0.495 eV
HOMO: -9.12 eV
Kohn-Sham gap: 0.3535 hartree
E: -1631.35840 Eh

---

> Which of these has the highest E?

C26H28O3S